Molecular formula: C28H42N2O13
Method: DFT, ωB97M-V/def2-TZVPD

Results
Kohn-Sham gap = 9.55 eV
F_max = 1.538 eV/A
Total charge = 0
DFT total energy = -2179.74584 Eh
SMILES = C#C[C@]1(CCN)OC(=O)O[C@H]1CN.O=C1CCCO1.O=C1CCCO1.O=C1CCCO1.O=C1CCCO1.O=C1CCCO1

XYZ file:
```
85
Properties=species:S:1:pos:R:3:lowdin_charge:R:1
C -1.595 -2.944 1.998 0.154
C -1.846 -1.834 1.628 -0.026
C -2.152 -0.631 0.823 -0.357
C -1.092 -0.431 -0.253 -0.078
C -0.838 -1.630 -1.176 -0.245
N -1.219 -1.388 -2.603 0.014
O -2.220 0.527 1.687 0.109
C -3.448 1.091 1.635 -0.544
O -3.938 1.809 2.436 0.182
O -4.046 0.652 0.479 0.082
C -3.658 -0.732 0.448 -0.216
C -4.142 -1.420 -0.809 -0.186
N -4.175 -2.883 -0.720 0.043
H -1.486 -3.959 2.295 0.041
H -1.260 0.485 -0.824 0.138
H -0.152 -0.261 0.283 0.085
H -1.269 -2.559 -0.813 0.068
H 0.243 -1.788 -1.200 0.103
H -1.748 -0.521 -2.625 0.047
H -1.909 -2.097 -2.837 0.040
H -4.153 -1.154 1.334 0.156
H -3.623 -1.086 -1.702 0.105
H -5.183 -1.103 -0.931 0.124
H -3.309 -3.260 -1.083 0.044
H -4.327 -3.179 0.234 0.069
O -5.114 -2.060 7.328 0.118
C -5.156 -1.213 6.486 -0.490
O -5.461 -1.474 5.191 0.025
C -5.324 -0.277 4.402 -0.162
C -5.447 0.871 5.389 -0.150
C -4.849 0.263 6.655 -0.073
H -4.349 -0.297 3.912 0.110
H -6.102 -0.258 3.642 0.129
H -4.951 1.778 5.052 0.111
H -6.500 1.105 5.556 0.120
H -3.767 0.391 6.699 0.132
H -5.310 0.650 7.559 0.123
O 1.761 0.021 0.707 0.110
C 2.255 -0.723 1.504 -0.459
O 1.839 -2.000 1.669 0.013
C 2.544 -2.606 2.768 -0.154
C 3.822 -1.793 2.918 -0.149
C 3.366 -0.404 2.479 -0.059
H 1.909 -2.554 3.655 0.128
H 2.738 -3.651 2.535 0.120
H 4.237 -1.828 3.923 0.117
H 4.580 -2.165 2.228 0.120
H 2.948 0.172 3.306 0.137
H 4.156 0.161 1.991 0.128
O 6.304 2.695 -0.561 0.108
C 5.180 2.819 -0.955 -0.492
O 4.102 2.469 -0.218 0.018
C 2.899 2.632 -1.000 -0.152
C 3.258 3.634 -2.086 -0.168
C 4.736 3.330 -2.313 -0.071
H 2.618 1.658 -1.403 0.120
H 2.098 2.987 -0.355 0.126
H 2.645 3.541 -2.973 0.104
H 3.145 4.647 -1.707 0.111
H 4.884 2.537 -3.049 0.133
H 5.302 4.213 -2.595 0.120
O -1.188 -4.482 -2.552 0.119
C -0.696 -5.223 -1.751 -0.475
O -1.135 -6.488 -1.550 0.033
C -0.422 -7.090 -0.457 -0.153
C 0.877 -6.305 -0.348 -0.150
C 0.445 -4.913 -0.801 -0.077
H -1.035 -7.008 0.444 0.125
H -0.259 -8.143 -0.675 0.125
H 1.313 -6.333 0.650 0.113
H 1.612 -6.707 -1.047 0.120
H 0.061 -4.311 0.025 0.104
H 1.239 -4.377 -1.314 0.131
O 2.051 5.743 -3.607 0.114
C 2.738 6.183 -4.481 -0.473
O 3.811 5.518 -4.976 0.020
C 4.502 6.339 -5.935 -0.152
C 3.468 7.349 -6.412 -0.155
C 2.602 7.528 -5.168 -0.071
H 5.349 6.814 -5.436 0.128
H 4.876 5.710 -6.739 0.125
H 3.910 8.271 -6.783 0.116
H 2.871 6.916 -7.215 0.119
H 2.992 8.300 -4.503 0.133
H 1.563 7.732 -5.411 0.126
```